ORCA calculation (ωB97M-V/def2-TZVPD) on C22H36N11O6P3W as an isolated structure.

Positions of all 79 atoms, in Å:
H -0.473 -3.096 2.102
H 0.670 -6.090 -0.979
H 0.358 -3.612 -3.436
H 0.791 3.071 -2.601
C 2.230 1.555 2.035
C 5.859 0.587 2.173
H -4.529 2.451 3.807
P -0.595 -2.513 -1.512
O -1.767 -2.863 -0.503
C 0.628 -3.963 -1.425
C -1.379 4.585 -2.482
H -3.087 3.385 -4.079
O 1.381 -2.994 1.035
N -1.167 3.410 -3.242
C -1.146 3.407 -0.283
H -2.580 -2.962 3.032
H -4.015 4.151 -1.985
C -2.136 0.295 2.756
H 6.832 0.985 2.435
C -4.732 0.311 3.756
H 4.794 2.436 2.526
C 3.499 0.862 1.901
H 3.908 -0.715 -1.701
P -0.634 1.769 -1.044
C -2.823 -0.892 3.000
O 2.577 -2.153 -0.871
H -5.739 0.324 4.151
P 1.967 -3.432 -0.311
N -2.134 -2.093 2.764
C -2.360 1.264 -1.571
N 1.081 -4.118 -2.871
H -0.443 5.092 -2.251
O 0.096 -1.284 -0.907
N 3.354 -0.442 1.505
H -0.387 -5.153 0.075
H -4.639 -1.831 3.676
C -0.938 -2.133 2.237
H 6.566 -1.397 1.735
H 1.114 -5.100 -3.158
C -0.794 0.209 2.224
O 2.958 -4.626 -0.274
N -0.048 1.260 2.088
W 1.483 -0.856 0.575
H -2.546 -3.255 -0.931
H -2.929 0.957 -0.690
C -0.147 2.520 -2.703
H -2.273 0.399 -2.232
N -2.058 4.228 -1.146
H -0.254 3.998 -0.069
N -0.253 -1.046 1.896
C -2.425 2.722 -3.521
H 4.312 -2.232 1.149
H 2.401 1.462 -0.773
H -0.893 -5.508 -1.575
H -2.201 2.431 2.952
C 4.726 1.398 2.226
H -3.807 3.172 -0.514
H 4.456 0.559 -0.780
C -3.354 3.460 -1.462
C -4.121 -0.898 3.491
H -2.235 1.837 -4.126
O -0.963 -2.437 -2.936
H -2.042 5.273 -3.005
H 1.991 -3.699 -3.076
H 2.112 2.483 2.586
H 1.861 0.349 -1.824
C -2.759 1.511 3.066
H 3.287 -5.040 0.540
N 3.783 0.263 -1.476
H 0.011 1.713 -3.422
C -4.046 1.516 3.557
C 5.714 -0.732 1.784
H -1.646 3.209 0.665
N 1.206 0.869 1.659
C 4.452 -1.206 1.455
N 2.439 0.469 -0.994
H -2.297 5.094 -0.659
C -0.035 -5.256 -0.949
N -3.070 2.328 -2.268

## Properties
E_tot	-3003.7739	a.u.
LUMO (alpha / beta)	-11.61 / -12.37	eV
HOMO (alpha / beta)	-18.38 / -18.38	eV
largest force on an atom	2.23	eV Å⁻¹
multiplicity	3
charge	+4
energy relative to the best compared isomer or geometry (same formula, charge and spin)	32.8	kJ/mol
gap between HOMO and LUMO (alpha / beta)	6.77 / 6.01	eV